Formula: CH3Br5Si2
Source: OMol25
Level of theory: ωB97M-V with the def2-TZVPD basis set

```
11
Properties=species:S:1:pos:R:3:forces:R:3
Br -3.760 -0.681 -1.329 1.7 -0.8 0.5
Si -0.547 -1.646 -0.581 -0.7 0.1 -1.0
Br 0.480 -2.079 -2.555 -0.8 0.2 1.2
Si -0.418 0.566 0.227 1.3 0.6 -0.2
Br -1.621 0.596 2.138 0.8 -0.1 -0.9
H 1.327 1.987 0.842 0.1 0.7 1.1
C 1.495 0.977 0.534 -0.5 1.0 -2.9
H 2.407 1.132 -0.180 -2.3 -0.8 0.3
H 1.850 0.321 1.241 0.7 -1.1 2.2
Br -1.163 2.042 -1.243 0.1 -0.4 0.4
Br -0.049 -3.214 0.906 -0.4 0.5 -0.6
```
Forces are in eV/Å.

Results
F_max = 3.1 eV Å⁻¹
relative energy (zero: lowest compared OMol25 entry of this formula, charge and spin) = 70.1 kcal per mole
charge = 0
highest occupied orbital energy (spin up / spin down) = -0.3266 / -0.3266 Eh
multiplicity = 1

Results of the natural (NBO) charge analysis, in e, for atoms 1 through 6:
1 Br -0.559
2 Si 0.862
3 Br -0.222
4 Si 0.870
5 Br -0.212
6 H 0.246

Formula: CH3BrCl2Si
Source: OMol25
Level of theory: ωB97M-V with the def2-TZVPD basis set

```
8
Properties=species:S:1:pos:R:3:forces:R:3
Cl 0.230 -0.696 2.216 0.4 -0.9 0.4
H -0.373 1.282 1.242 -0.9 -1.8 -0.7
Br -2.356 -0.326 0.556 0.5 0.3 0.3
C -0.491 0.173 0.913 0.2 3.4 -1.1
Si 0.501 -0.124 -0.752 0.9 2.6 -0.1
H 1.898 0.165 -0.500 0.4 -0.4 0.6
H -0.011 -1.354 -0.986 -0.6 -2.8 -0.9
Cl 0.602 0.880 -2.688 -0.8 -0.4 1.5
```
Forces are in eV/Å.

Results
F_max = 3.5 eV Å⁻¹
relative energy (zero: lowest compared OMol25 entry of this formula, charge and spin) = 57.4 kcal per mole
structure (SMILES) = Cl[SiH2][C@H](Cl)Br
charge = 0
highest occupied orbital energy = -0.3805 Eh
multiplicity = 1

Results of the natural (NBO) charge analysis, in e, for atoms 1 through 6:
1 Cl 0.034
2 H 0.253
3 Br 0.045
4 C -0.751
5 Si 1.185
6 H -0.166

Formula: CH3BrClN
Source: OMol25
Level of theory: ωB97M-V with the def2-TZVPD basis set

```
7
Properties=species:S:1:pos:R:3:forces:R:3
H 0.931 -0.016 0.001 0.9 -0.1 1.0
H -0.099 -0.558 1.426 0.4 0.6 -1.2
H -0.849 0.333 -1.500 0.3 -0.7 1.5
C -0.975 0.138 -0.399 0.5 1.1 1.5
N 0.075 -0.274 0.450 -2.5 0.5 -2.5
Br -2.625 -0.684 0.051 0.1 0.2 -0.2
Cl -1.353 2.311 -0.143 0.3 -1.6 -0.1
```
Forces are in eV/Å.

Results
F_max = 3.6 eV Å⁻¹
relative energy (zero: lowest compared OMol25 entry of this formula, charge and spin) = 20.2 kcal per mole
structure (SMILES) = N[C@H](Cl)Br
charge = 0
highest occupied orbital energy = -0.3628 Eh
multiplicity = 1

Results of the natural (NBO) charge analysis, in e, for atoms 1 through 6:
1 H 0.410
2 H 0.431
3 H 0.256
4 C 0.021
5 N -0.816
6 Br 0.104

Formula: CH3BrClN
Source: OMol25
Level of theory: ωB97M-V with the def2-TZVPD basis set

```
7
Properties=species:S:1:pos:R:3:forces:R:3
Br -2.088 -0.686 -0.023 -1.0 0.2 0.0
H -0.030 -0.268 1.727 -0.9 -2.1 -4.2
N -0.288 -0.870 0.267 1.3 1.1 4.9
C 0.472 0.106 -0.422 -1.6 0.5 -2.8
H -0.066 0.256 -1.520 1.9 -0.3 2.6
H 1.494 -0.230 -0.414 0.3 -0.1 -0.5
Cl 0.506 1.692 0.385 -0.1 0.6 0.0
```
Forces are in eV/Å.

Results
F_max = 5.2 eV Å⁻¹
relative energy (zero: lowest compared OMol25 entry of this formula, charge and spin) = 88.7 kcal per mole
charge = 0
highest occupied orbital energy = -0.3496 Eh
multiplicity = 1

Results of the natural (NBO) charge analysis, in e, for atoms 1 through 6:
1 Br 0.189
2 H 0.337
3 N -0.654
4 C -0.259
5 H 0.230
6 H 0.223

Formula: CH3BrO
Source: OMol25
Level of theory: ωB97M-V with the def2-TZVPD basis set

```
6
Properties=species:S:1:pos:R:3:forces:R:3
C -0.170 0.241 0.041 -1.1 -4.5 -0.6
H -0.260 -0.702 0.574 0.8 0.1 1.2
O -1.350 0.858 0.050 -5.4 2.1 -0.2
H 0.103 -0.154 -0.900 0.7 0.2 -1.7
H 0.471 0.963 0.392 1.9 1.4 1.2
Br -3.239 -0.049 -0.095 3.2 0.8 0.1
```
Forces are in eV/Å.

Results
F_max = 5.8 eV Å⁻¹
relative energy (zero: lowest compared OMol25 entry of this formula, charge and spin) = 59.5 kcal per mole
structure (SMILES) = COBr
charge = 0
highest occupied orbital energy = -0.3720 Eh
multiplicity = 1

For reference, the natural (NBO) charges in units of e are:
1 C -0.246
2 H 0.174
3 O -0.496
4 H 0.157
5 H 0.215
6 Br 0.196

Formula: CH3BrO2S
Source: OMol25
Level of theory: ωB97M-V with the def2-TZVPD basis set

```
8
Properties=species:S:1:pos:R:3:forces:R:3
Br -3.539 -0.501 0.404 0.4 0.2 0.0
S -2.134 1.211 -0.173 1.6 -1.6 1.1
O 0.781 -0.682 0.593 -3.2 1.2 -0.6
H -0.023 0.408 -1.096 -0.1 -0.1 1.2
H 0.245 -1.498 0.470 0.6 0.6 0.0
O -2.040 1.226 -1.615 -0.1 0.4 -0.7
H 0.464 1.397 0.473 -1.1 -2.0 -0.9
C -0.024 0.415 0.038 1.9 1.3 -0.1
```
Forces are in eV/Å.

Results
F_max = 3.5 eV Å⁻¹
relative energy (zero: lowest compared OMol25 entry of this formula, charge and spin) = 44.8 kcal per mole
charge = 0
highest occupied orbital energy = -0.3461 Eh
multiplicity = 1

Results of the natural (NBO) charge analysis, in e, for atoms 1 through 6:
1 Br -0.216
2 S 1.079
3 O -0.690
4 H 0.189
5 H 0.484
6 O -0.881

Formula: CH3BrO3S
Source: OMol25
Level of theory: ωB97M-V with the def2-TZVPD basis set

```
9
Properties=species:S:1:pos:R:3:forces:R:3
H -0.339 0.909 0.387 -0.2 0.5 -0.3
O -1.289 -0.591 1.380 -1.4 -1.9 -1.4
S -1.684 -2.225 1.019 0.0 1.9 -0.5
H 0.528 -0.427 1.103 1.9 -0.2 -0.8
C -0.262 -0.161 0.438 -0.3 -0.3 1.6
Br 0.239 -3.180 1.553 0.8 -0.3 0.2
O -2.602 -2.616 2.025 -0.9 -0.2 1.0
H -0.616 -0.169 -1.404 -0.5 0.5 -1.1
O -0.299 -0.808 -0.792 0.6 -0.1 1.2
```
Forces are in eV/Å.

Results
F_max = 2.8 eV Å⁻¹
relative energy (zero: lowest compared OMol25 entry of this formula, charge and spin) = 7.7 kcal per mole
charge = 0
highest occupied orbital energy = -0.3704 Eh
multiplicity = 1

Results of the natural (NBO) charge analysis, in e, for atoms 1 through 6:
1 H 0.169
2 O -0.709
3 S 1.488
4 H 0.177
5 C 0.189
6 Br -0.226

Formula: CH3CaLiO
Source: OMol25
Level of theory: ωB97M-V with the def2-TZVPD basis set

```
7
Properties=species:S:1:pos:R:3:forces:R:3
O -0.394 0.224 -0.004 5.2 -0.4 -2.3
C 0.764 -0.094 -0.384 -1.9 0.5 2.5
H -1.988 -0.079 0.471 -2.2 0.0 1.2
H 1.016 -1.138 -0.621 -0.3 0.3 -0.6
H 1.591 0.607 -0.187 0.0 -0.1 -0.6
Ca -3.859 0.571 0.871 -0.9 -0.1 0.0
Li -1.090 1.437 1.275 0.1 -0.3 -0.2
```
Forces are in eV/Å.

Results
F_max = 5.7 eV Å⁻¹
relative energy (zero: lowest compared OMol25 entry of this formula, charge and spin) = 0.0 kcal per mole
charge = +1
highest occupied orbital energy (spin up / spin down) = -0.3298 / -0.4396 Eh
multiplicity = 2

Results of the natural (NBO) charge analysis, in e, for atoms 1 through 6:
1 O -0.675
2 C 0.337
3 H -0.694
4 H 0.170
5 H 0.144
6 Ca 0.949

Formula: CH3Cl2FSi
Source: OMol25
Level of theory: ωB97M-V with the def2-TZVPD basis set

```
8
Properties=species:S:1:pos:R:3:forces:R:3
C -0.393 0.353 -0.619 1.7 -2.0 3.7
Si 1.281 0.163 0.346 -0.7 0.3 -1.1
F -1.148 1.202 0.168 -0.5 0.3 -0.3
Cl 2.603 1.624 -0.116 0.2 0.4 -0.1
H 1.084 0.074 1.747 -0.4 0.3 1.0
H -0.265 0.643 -1.589 -0.1 1.1 -2.6
H -0.758 -0.681 -0.550 -0.5 0.3 -0.2
Cl 2.136 -1.617 -0.058 0.3 -0.7 -0.5
```
Forces are in eV/Å.

Results
F_max = 4.6 eV Å⁻¹
relative energy (zero: lowest compared OMol25 entry of this formula, charge and spin) = 69.9 kcal per mole
structure (SMILES) = FC[SiH](Cl)Cl
charge = 0
highest occupied orbital energy = -0.3983 Eh
multiplicity = 1

Results of the natural (NBO) charge analysis, in e, for atoms 1 through 6:
1 C -0.323
2 Si 1.215
3 F -0.360
4 Cl -0.354
5 H -0.185
6 H 0.190

Formula: CH3Cl2FSi
Source: OMol25
Level of theory: ωB97M-V with the def2-TZVPD basis set

```
8
Properties=species:S:1:pos:R:3:forces:R:3
F 1.487 0.692 -0.843 0.8 -0.2 -0.4
C 0.368 0.019 -0.467 -1.6 2.7 0.8
Cl -2.728 -1.228 -0.597 1.1 1.4 0.8
Cl -1.659 2.853 -0.028 0.2 0.2 0.0
H 0.492 -0.743 0.234 1.0 -1.5 1.2
Si -0.773 1.198 0.596 -0.9 -2.3 -3.5
H -0.961 0.857 1.909 -0.2 -0.2 2.3
H -0.248 -0.392 -1.231 -0.2 0.0 -1.1
```
Forces are in eV/Å.

Results
F_max = 4.3 eV Å⁻¹
relative energy (zero: lowest compared OMol25 entry of this formula, charge and spin) = 151.1 kcal per mole
charge = 0
highest occupied orbital energy = -0.3303 Eh
multiplicity = 1

Results of the natural (NBO) charge analysis, in e, for atoms 1 through 6:
1 F -0.347
2 C -0.323
3 Cl -0.743
4 Cl -0.276
5 H 0.201
6 Si 1.421